1.
{
  "formula": "C4H14NO3S2",
  "method": "ωB97M-V with the def2-TZVPD basis set",
  "e_lumo_ev": [0.3, -2.2],
  "gap_ha": [0.343, 0.252],
  "spin_multiplicity": 2,
  "total_charge": 0,
  "total_energy_ha": -1237.6105,
  "symbols": ["S", "S", "C", "C", "C", "O", "N", "C", "H", "H", "H", "H", "H", "H", "H", "H", "H", "H", "H", "H", "O", "H", "H", "O"],
  "positions_angstrom": [[-1.406, -0.776, -2.296], [-0.037, -2.062, -1.678], [0.141, -2.068, 0.134], [0.323, -0.763, 0.899], [1.783, -0.280, 0.969], [1.911, 1.141, 0.811], [-0.337, -0.872, 2.184], [-0.657, 0.427, 2.824], [-0.745, 1.719, -0.718], [1.011, -2.708, 0.278], [-0.745, -2.588, 0.488], [-0.186, 0.044, 0.371], [2.235, -0.462, 1.936], [2.397, -0.692, 0.160], [0.086, -1.523, 2.827], [-1.301, 0.169, 3.662], [0.238, 0.944, 3.164], [-1.272, 0.939, 2.087], [0.136, 2.101, -1.957], [1.434, 1.416, 0.011], [-0.025, 2.282, -1.025], [0.400, 3.315, 1.410], [-0.553, 3.666, 0.287], [-0.076, 4.065, 1.031]],
  "atomic_forces_ev_per_a": [[0.53, -0.39, 0.62], [-0.02, 0.51, -0.46], [-0.18, -0.07, -0.05], [0.24, 0.24, 0.33], [0.36, 1.04, -0.99], [-0.41, -0.03, 0.30], [-0.67, 0.52, -0.04], [0.00, -1.83, -0.29], [-0.06, -0.20, -0.52], [0.04, -0.23, -0.03], [-0.02, 0.02, 0.23], [-0.33, -0.15, -0.15], [0.07, -0.47, 0.16], [-0.05, -0.61, 0.21], [0.29, 0.00, -0.07], [0.02, 0.34, 0.22], [-0.16, 0.53, -0.13], [0.23, 0.62, 0.19], [-0.32, -0.15, -0.02], [0.08, 0.06, 0.13], [0.20, -0.02, 0.07], [0.11, 0.12, -0.04], [0.40, 0.36, 0.17], [-0.35, -0.18, 0.16]],
  "lowdin_spin": [0.58, 0.35, 0.03, 0.01, 0.00, 0.00, 0.00, 0.00, 0.00, 0.00, 0.01, 0.00, 0.00, 0.00, 0.00, 0.00, 0.00, 0.00, 0.00, 0.00, 0.01, 0.00, 0.00, 0.00]
}

2.
{
  "formula": "C14H17N3OS",
  "method": "ωB97M-V with the def2-TZVPD basis set",
  "e_lumo_ev": 0.4,
  "gap_ha": 0.344,
  "spin_multiplicity": 1,
  "total_charge": 0,
  "total_energy_ha": -1181.3823,
  "symbols": ["C", "H", "H", "H", "C", "C", "N", "N", "C", "N", "C", "O", "C", "H", "H", "C", "C", "C", "C", "C", "C", "C", "H", "H", "H", "H", "H", "C", "H", "H", "H", "H", "H", "S", "H", "H"],
  "positions_angstrom": [[-6.263, -0.542, -0.623], [-7.257, -0.960, -0.496], [-6.295, 0.515, -0.369], [-5.975, -0.640, -1.667], [-5.267, -1.279, 0.273], [-3.897, -0.741, 0.111], [-2.904, -1.386, -0.370], [-1.767, -0.706, -0.439], [-1.859, 0.506, -0.010], [-0.878, 1.445, 0.042], [0.438, 1.436, -0.407], [1.068, 2.459, -0.281], [0.949, 0.169, -1.028], [1.648, 0.450, -1.817], [0.107, -0.371, -1.457], [1.681, -0.769, -0.032], [3.178, -0.567, -0.033], [4.017, -1.674, -0.083], [5.392, -1.524, -0.049], [5.949, -0.260, 0.035], [5.121, 0.849, 0.086], [3.746, 0.698, 0.054], [3.116, 1.572, 0.089], [5.548, 1.839, 0.150], [7.022, -0.140, 0.060], [6.029, -2.396, -0.090], [3.589, -2.664, -0.150], [1.152, -0.635, 1.399], [0.088, -0.856, 1.433], [1.670, -1.338, 2.047], [1.325, 0.369, 1.783], [1.482, -1.793, -0.362], [-1.150, 2.338, 0.440], [-3.484, 0.917, 0.561], [-5.572, -1.177, 1.318], [-5.239, -2.339, 0.017]],
  "atomic_forces_ev_per_a": [[0.02, -0.14, 0.11], [-0.12, 0.02, -0.02], [-0.07, 0.09, -0.04], [0.00, 0.03, -0.09], [-0.30, 0.05, -0.05], [-0.01, 0.64, 0.35], [-1.13, -1.09, -0.07], [1.47, 0.65, -0.12], [-1.26, -0.19, 0.25], [0.01, 0.79, 0.32], [-0.02, -0.11, -0.24], [0.18, 0.18, 0.04], [0.20, -0.17, -0.24], [-0.11, 0.08, 0.04], [0.17, 0.07, -0.03], [-0.06, 0.09, 0.14], [-0.02, -0.16, -0.08], [-0.05, 0.02, 0.01], [0.11, -0.06, 0.01], [0.12, -0.02, 0.00], [0.04, 0.04, 0.02], [0.02, 0.03, 0.01], [-0.09, 0.10, -0.02], [0.03, 0.08, 0.00], [0.08, 0.01, 0.00], [0.05, -0.06, -0.01], [-0.06, -0.09, -0.02], [-0.02, -0.20, -0.11], [-0.12, -0.01, 0.07], [0.02, -0.01, 0.08], [0.04, 0.11, 0.08], [0.02, 0.10, -0.01], [0.21, -0.15, -0.11], [0.58, -0.64, -0.38], [0.00, -0.12, -0.01], [0.07, 0.04, 0.09]],
  "nbo_charge": [-0.59, 0.22, 0.20, 0.21, -0.45, 0.08, -0.25, -0.34, 0.25, -0.64, 0.72, -0.59, -0.53, 0.24, 0.27, -0.24, 0.08, -0.25, -0.21, -0.23, -0.19, -0.27, 0.24, 0.21, 0.21, 0.21, 0.21, -0.61, 0.21, 0.22, 0.21, 0.22, 0.42, 0.28, 0.22, 0.24]
}

3.
{
  "formula": "C3H6N2OS2",
  "method": "ωB97M-V with the def2-TZVPD basis set",
  "e_lumo_ev": 0.3,
  "gap_ha": 0.316,
  "spin_multiplicity": 1,
  "total_charge": 0,
  "total_energy_ha": -1099.0739,
  "symbols": ["C", "C", "C", "H", "H", "H", "H", "H", "H", "N", "N", "O", "S", "S"],
  "positions_angstrom": [[-1.338, 0.087, -0.146], [-0.410, -0.753, 0.719], [2.186, 0.079, -0.105], [-2.519, -1.549, -0.636], [-2.978, -0.031, -1.357], [-0.877, -1.634, 1.055], [-0.125, -0.169, 1.595], [2.317, 2.026, 0.208], [0.710, 1.465, 0.076], [-2.395, -0.549, -0.684], [1.685, 1.275, 0.199], [-1.119, 1.287, -0.332], [1.085, -1.310, -0.150], [3.779, -0.223, -0.443]],
  "atomic_forces_ev_per_a": [[0.44, 0.65, 0.04], [0.43, 1.29, -0.38], [0.42, -0.32, -0.10], [0.14, 0.22, 0.09], [0.59, -0.46, 0.68], [-0.62, -1.17, 0.40], [0.01, 0.00, -0.09], [0.83, 0.93, -0.03], [-0.80, 0.21, 0.00], [-0.76, 0.33, -0.81], [-0.26, -0.98, 0.07], [-0.23, -0.87, 0.10], [0.16, 0.19, -0.05], [-0.37, -0.01, 0.08]],
  "nbo_charge": [0.67, -0.66, -0.07, 0.40, 0.41, 0.23, 0.26, 0.40, 0.43, -0.80, -0.79, -0.64, 0.31, -0.16]
}

4.
{
  "formula": "C2H2FNO",
  "method": "ωB97M-V with the def2-TZVPD basis set",
  "e_lumo_ev": 0.4,
  "gap_ha": 0.390,
  "spin_multiplicity": 1,
  "total_charge": 0,
  "total_energy_ha": -307.0122,
  "symbols": ["C", "C", "N", "O", "F", "H", "H"],
  "positions_angstrom": [[-0.802, 0.395, 0.481], [-0.215, -0.264, -0.559], [-0.316, 1.138, -0.406], [1.432, -0.832, -0.108], [2.103, 0.278, 0.374], [-1.439, 0.337, 1.368], [-0.764, -1.052, -1.150]],
  "atomic_forces_ev_per_a": [[-1.38, -0.12, 2.06], [2.60, -3.16, 0.47], [-0.13, 1.32, -0.91], [-3.20, -0.46, -1.47], [-0.02, 0.82, 0.21], [0.60, 0.51, -0.25], [1.54, 1.09, -0.11]],
  "nbo_charge": [0.08, 0.11, -0.25, -0.22, -0.17, 0.23, 0.22]
}

- Number 3 is which compound?
  C3H6N2OS2